[1]
Formula: C2H2AuFO2
Source: OMol25
Level of theory: ωB97M-V with the def2-TZVPD basis set

Geometry as XYZ:
```
8
Properties=species:S:1:pos:R:3:forces:R:3:mulliken_spin:R:1
H 1.51372 0.02787 -0.37797 -0.119 -1.827 0.497 0.32
O -0.35549 -1.30051 0.78409 1.864 -0.293 -0.078 0.29
C 0.39534 -0.72959 -0.03656 -0.393 -0.115 -1.476 0.30
C 0.25229 0.78426 -0.16919 0.841 1.318 1.206 0.69
O -0.94368 1.22141 -0.08510 -1.218 1.086 -0.604 0.27
F 0.42512 -1.34385 -1.30905 0.163 -0.075 0.539 0.03
H 1.01517 1.40978 0.34567 -0.335 -0.119 -0.307 0.01
Au -2.30247 -0.06936 0.84812 -0.802 0.024 0.223 0.09
```
Positions in Å, forces in eV/Å.

Calculated values
Relative energy (zero: lowest compared OMol25 entry of this formula, charge and spin) = 267.0 kJ/mol
<S²> = 2.010
Spin multiplicity = 3
E_LUMO (alpha / beta) = -0.0677 / -0.0768 Eh

[2]
Formula: C23H51ClIO4P
Source: OMol25
Level of theory: ωB97M-V with the def2-TZVPD basis set

Geometry as XYZ:
```
81
Properties=species:S:1:pos:R:3:forces:R:3:lowdin_charge:R:1
C 3.23443 -4.43956 0.19966 -0.270 0.358 0.584 -0.12
C 3.04463 -3.06812 -0.45878 0.156 -0.271 -0.696 -0.26
C 4.31908 -2.63899 -1.22996 0.123 -0.593 0.575 -0.22
C 5.20648 -1.64827 -0.44727 -0.759 0.000 0.130 -0.20
C 5.05103 -0.16218 -0.82130 1.306 0.059 0.074 -0.20
C 5.00433 0.13331 -2.32379 -1.401 -0.141 -0.260 -0.20
C 3.53599 0.23017 -2.81165 0.253 0.472 -0.264 -0.21
C 2.91330 1.62988 -2.58793 -0.871 -0.792 0.218 -0.19
C 1.94988 1.69452 -1.36867 0.670 0.426 -0.245 -0.23
C 0.60937 2.32652 -1.71075 -0.581 0.296 1.151 -0.23
C -0.32186 2.38776 -0.45954 0.640 -0.866 -1.066 -0.20
C -1.08169 1.04658 -0.30080 -0.509 0.674 0.323 -0.22
C -2.60379 1.22022 -0.44077 0.350 0.014 0.288 -0.24
C -3.39308 -0.01988 0.00028 0.409 0.771 -0.336 -0.22
C -4.91075 0.23895 -0.00046 0.432 -0.739 -0.152 -0.30
C -5.57319 -0.09840 -1.34558 -0.335 0.164 0.686 -0.40
P -7.40640 -0.61975 -1.12098 1.971 2.401 -1.144 0.11
Cl -6.75129 -2.64819 -0.32858 0.424 -0.839 0.874 -0.01
I -9.94225 -1.21759 -0.70497 -1.624 -0.276 0.488 -0.03
C -7.53143 -1.31847 -2.92441 -0.799 -2.090 -2.168 -0.96
O -7.71812 -2.54197 -3.10018 0.254 0.666 0.846 -0.19
O -7.43064 -0.48047 -3.84646 0.327 0.976 1.079 -0.14
H 2.49260 -4.57914 0.99080 -0.024 -0.131 -0.100 0.07
H 4.21348 -4.50919 0.68285 0.015 -0.042 -0.095 0.07
H 3.11933 -5.25903 -0.50997 0.146 0.058 -0.061 0.07
H 2.22361 -3.15256 -1.17533 -0.129 0.114 0.172 0.10
H 2.75252 -2.32354 0.28453 0.064 0.053 -0.051 0.10
H 4.90641 -3.55694 -1.34615 -0.032 0.047 -0.222 0.10
H 4.06746 -2.32083 -2.23990 0.132 0.234 0.059 0.09
H 4.90210 -1.73362 0.60327 0.189 -0.069 0.011 0.10
H 6.24616 -1.98333 -0.46385 0.062 0.276 -0.319 0.10
H 4.21482 0.27916 -0.27570 -0.179 -0.005 -0.296 0.11
H 5.93706 0.35243 -0.42913 -0.135 -0.012 0.195 0.09
H 5.48855 -0.65139 -2.91166 0.312 0.054 0.226 0.10
H 5.45911 1.09570 -2.56663 0.293 -0.135 0.095 0.10
H 3.45124 0.00423 -3.87980 0.276 -0.076 0.031 0.10
H 2.93253 -0.52470 -2.30400 -0.057 0.063 -0.003 0.09
H 3.68709 2.39731 -2.52691 -0.012 -0.009 0.000 0.10
H 2.28782 1.85519 -3.45656 0.203 0.112 -0.085 0.10
H 1.79048 0.69597 -0.95201 -0.058 -0.009 -0.082 0.10
H 2.44503 2.27497 -0.58086 -0.210 -0.020 0.101 0.11
H 0.08895 1.71364 -2.45056 0.139 0.273 -0.320 0.11
H 0.72567 3.35782 -2.05819 0.258 -0.188 -0.390 0.11
H -1.01900 3.21621 -0.58976 -0.047 -0.024 0.229 0.10
H 0.33877 2.56959 0.39279 -0.301 0.211 0.160 0.10
H -0.87658 0.65045 0.69823 -0.004 -0.276 -0.141 0.10
H -0.76543 0.32603 -1.06059 0.262 -0.087 0.208 0.10
H -2.88877 2.08302 0.17533 -0.116 -0.087 0.014 0.10
H -2.84131 1.49319 -1.47529 -0.085 -0.061 0.023 0.12
H -3.00359 -0.30722 0.98581 -0.209 -0.012 0.043 0.10
H -3.11552 -0.81795 -0.69612 -0.276 -0.203 0.158 0.11
H -5.35049 -0.38985 0.78066 -0.101 0.077 -0.044 0.05
H -5.07443 1.28598 0.27649 -0.157 -0.056 0.050 0.10
H -5.04294 -0.92571 -1.81841 -0.034 0.092 -0.137 0.06
H -5.60558 0.78618 -1.98388 0.162 -0.213 -0.259 0.06
H -7.40828 -0.18262 0.23523 -0.254 -0.515 -0.056 -0.09
H -7.83922 0.67794 -1.57070 -0.244 -0.113 0.125 -0.05
C -6.34756 -2.43634 3.73485 0.128 -0.065 0.106 -0.07
C -7.49275 -1.52993 4.16833 -0.063 -0.383 -0.511 -0.51
C -8.77766 -2.32329 4.36962 -0.115 0.005 0.178 -0.07
O -7.69875 -0.52358 3.19283 0.001 0.148 0.279 -0.07
H -6.57867 -2.91706 2.78055 -0.051 0.035 -0.006 0.05
H -5.43667 -1.85421 3.58655 -0.016 0.023 0.022 0.07
H -6.15080 -3.21253 4.48129 -0.004 0.000 0.002 0.07
H -7.22679 -1.01942 5.09909 -0.024 0.121 -0.048 0.13
H -9.08103 -2.80158 3.43541 0.098 -0.016 -0.022 0.09
H -9.59150 -1.66118 4.67083 0.030 0.022 0.024 0.07
H -8.65252 -3.09584 5.13425 -0.002 -0.012 -0.018 0.07
H -7.93894 -0.96765 2.36596 0.021 0.149 -0.212 0.06
C 8.31550 2.80951 2.36891 0.010 -0.212 0.055 -0.07
C 8.00402 2.92539 0.88399 -0.071 0.550 0.346 -0.50
C 8.66607 4.15302 0.27527 0.054 -0.044 -0.207 -0.07
O 6.59443 2.99188 0.69088 0.027 -0.289 -0.199 -0.06
H 7.93548 3.68018 2.91070 0.066 0.067 -0.063 0.08
H 7.82972 1.93016 2.79284 0.027 -0.026 -0.041 0.08
H 9.39025 2.73333 2.54430 -0.007 0.024 0.020 0.08
H 8.34854 2.02885 0.36637 -0.158 -0.034 -0.048 0.14
H 8.29693 5.06526 0.75233 0.039 -0.037 0.100 0.08
H 8.42898 4.22712 -0.78653 0.021 -0.051 -0.001 0.08
H 9.75112 4.11635 0.38907 -0.006 0.029 0.012 0.08
H 6.26897 3.77819 1.14116 -0.019 0.007 0.008 0.09
```
Positions in Å, forces in eV/Å.

Calculated values
Net charge = -2
E_LUMO = 0.0994 Eh